The following is a DFT calculation (wB97M-V/def2-TZVPD) of H20O10Xe as an isolated structure.

Values from the calculation:
* highest occupied orbital energy: -10.72 eV
* molar mass: 311.4 g mol⁻¹
* relative energy (zero: lowest compared OMol25 entry of this formula, charge and spin): 0.867 eV
* LUMO level: -0.007 hartree
* Kohn-Sham gap: 10.525 eV

The geometry in ORCA input format:
```
! RIJCOSX wB97M-V def2-TZVPD def2/J DEFGRID3
* xyz 0 1
Xe -1.327 7.259 -10.080
O -2.756 6.805 -6.273
O -4.512 8.275 -8.320
O -2.101 3.338 -11.819
O 1.091 6.597 -12.566
O -0.457 9.282 -13.435
O -3.638 5.720 -12.369
O -4.888 8.235 -11.570
O 0.604 9.945 -7.865
O 0.702 4.299 -7.821
O -2.381 4.302 -7.668
H -5.726 7.774 -11.529
H -1.298 8.828 -13.495
H -4.039 6.510 -12.008
H -0.574 9.908 -12.720
H 0.549 7.381 -12.664
H -5.426 8.239 -8.039
H 0.964 4.101 -6.922
H -3.268 6.000 -13.206
H -2.911 3.881 -8.346
H -4.070 7.615 -7.785
H -2.602 3.189 -11.017
H 0.641 5.929 -13.083
H -2.551 3.790 -6.878
H -0.077 9.299 -7.678
H -1.942 7.305 -6.213
H -2.435 4.168 -12.159
H 0.136 10.778 -7.917
H -0.193 4.628 -7.743
H -2.551 6.084 -6.868
H -4.690 8.454 -10.659
*
```

Löwdin population analysis, charges in e, atoms 1 to 6: 0.34, -0.06, -0.07, -0.06, -0.10, -0.05